[1]
# C28H58O

C28H58O in the gas phase (ωB97M-V with the def2-TZVPD basis set, the Open Molecules 2025 dataset).

Properties
SMILES string   CCCCCCCCCCCCCCCCCCCCCCCCCCCCO
Energy above the lowest of the compared OMol25 structures with the same formula, charge and spin   0.186 eV
Maximum force   0.54 eV/Å

Geometry as ORCA input:
```
! wB97M-V def2-TZVPD RIJCOSX def2/J DEFGRID3
* xyz 0 1
C 2.564 -4.317 -1.762
C 3.124 -3.151 -0.956
C 2.336 -2.918 0.331
C 2.860 -1.715 1.112
C 2.073 -1.441 2.395
C 2.428 -2.403 3.530
C 1.469 -2.312 4.718
C 1.511 -0.963 5.433
C 0.464 -0.881 6.542
C 0.401 0.489 7.223
C 0.142 1.617 6.222
C -0.455 2.866 6.865
C -0.600 4.042 5.892
C -1.438 3.716 4.647
C -0.581 3.296 3.450
C -1.375 2.553 2.377
C -0.454 1.988 1.297
C -1.202 1.160 0.255
C -0.241 0.511 -0.739
C -0.962 -0.347 -1.776
C 0.027 -1.030 -2.718
C -0.630 -2.007 -3.694
C -1.589 -1.369 -4.700
C -0.908 -0.371 -5.634
C -1.849 0.113 -6.735
C -1.163 1.120 -7.657
C -2.092 1.703 -8.722
C -2.526 0.679 -9.772
O -3.216 1.273 -10.848
H 3.141 -4.465 -2.672
H 2.599 -5.235 -1.180
H 1.529 -4.127 -2.040
H 3.099 -2.244 -1.565
H 4.169 -3.350 -0.707
H 1.284 -2.755 0.084
H 2.392 -3.817 0.949
H 2.805 -0.834 0.466
H 3.913 -1.871 1.360
H 2.281 -0.418 2.716
H 1.004 -1.513 2.182
H 2.405 -3.426 3.151
H 3.447 -2.199 3.868
H 1.714 -3.102 5.432
H 0.452 -2.495 4.364
H 2.506 -0.800 5.853
H 1.320 -0.175 4.707
H 0.673 -1.646 7.294
H -0.517 -1.103 6.114
H 1.333 0.679 7.760
H -0.405 0.469 7.961
H 1.081 1.886 5.736
H -0.548 1.249 5.462
H 0.178 3.180 7.698
H -1.439 2.621 7.274
H 0.391 4.377 5.579
H -1.064 4.868 6.435
H -2.143 2.918 4.891
H -2.030 4.588 4.363
H -0.116 4.182 3.011
H 0.225 2.644 3.788
H -1.921 1.728 2.842
H -2.110 3.222 1.925
H 0.301 1.356 1.773
H 0.071 2.808 0.801
H -1.910 1.797 -0.279
H -1.776 0.380 0.761
H 0.331 1.290 -1.249
H 0.469 -0.111 -0.190
H -1.648 0.283 -2.345
H -1.556 -1.108 -1.264
H 0.749 -1.586 -2.117
H 0.584 -0.272 -3.272
H 0.158 -2.526 -4.246
H -1.178 -2.759 -3.120
H -2.405 -0.873 -4.170
H -2.031 -2.167 -5.302
H -0.560 0.491 -5.063
H -0.035 -0.843 -6.090
H -2.191 -0.746 -7.315
H -2.727 0.579 -6.280
H -0.313 0.640 -8.147
H -0.775 1.941 -7.051
H -2.979 2.124 -8.241
H -1.576 2.515 -9.241
H -3.147 -0.102 -9.312
H -1.648 0.204 -10.219
H -3.979 1.747 -10.500
*
```

Results of the natural (NBO) charge analysis, in e, for atoms 1 through 5:
1 C -0.601
2 C -0.390
3 C -0.394
4 C -0.389
5 C -0.397

[2]
# C28H59BN2O10S

A molecular structure, C28H59BN2O10S at a distorted geometry (ωB97M-V with the def2-TZVPD basis set, the Open Molecules 2025 dataset).

Properties
DFT total energy   -64957.534 eV
Maximum force   4.33 eV/Å

Geometry as ORCA input:
```
! wB97M-V def2-TZVPD RIJCOSX def2/J DEFGRID3
* xyz 0 1
C 13.627 0.364 0.325
C 12.369 0.377 -0.663
O 11.276 -0.168 0.087
C 10.302 -0.811 -0.781
C 8.987 0.051 -0.670
O 7.888 -0.480 -1.462
C 6.693 -0.150 -0.706
C 5.399 -0.159 -1.597
O 4.193 -0.360 -0.801
C 3.220 -0.881 -1.717
C 1.746 -0.745 -1.230
C 0.999 0.576 -1.102
C -0.402 0.585 -0.665
B -1.244 1.947 -0.504
O -1.385 2.687 0.683
O -1.874 2.473 -1.675
C -1.097 -0.722 -0.350
N -2.450 -0.809 0.037
S -2.628 -2.453 0.235
N -1.162 -3.150 -0.103
C -0.368 -2.048 -0.437
C 1.061 -2.000 -0.880
H 13.972 -0.702 0.472
H 14.476 0.997 -0.047
H 13.269 0.801 1.308
H 12.222 1.457 -0.971
H 12.673 -0.230 -1.559
H 10.082 -1.801 -0.275
H 10.680 -0.962 -1.825
H 8.651 -0.025 0.411
H 9.183 1.116 -0.979
H 6.812 0.906 -0.313
H 6.606 -0.919 0.109
H 5.431 -0.945 -2.415
H 5.248 0.843 -2.111
H 3.449 -1.951 -1.986
H 3.299 -0.273 -2.677
H 1.521 1.538 -1.372
H -1.524 2.058 1.421
H -1.132 2.700 -2.273
H 1.638 -2.962 -0.954
C 12.503 5.331 -2.705
C 13.544 4.226 -2.616
C 14.839 4.628 -3.305
O 13.031 3.040 -3.222
H 12.255 5.549 -3.749
H 11.576 5.025 -2.216
H 12.861 6.249 -2.233
H 13.743 3.993 -1.567
H 14.670 4.823 -4.369
H 15.573 3.822 -3.243
H 15.266 5.525 -2.851
H 12.851 3.234 -4.150
C -5.026 1.867 -1.189
C -6.477 1.426 -1.087
C -7.167 2.066 0.108
O -6.535 0.005 -0.966
H -4.465 1.567 -0.298
H -4.539 1.393 -2.043
H -4.948 2.951 -1.300
H -7.008 1.695 -2.004
H -6.680 1.773 1.043
H -8.206 1.731 0.175
H -7.155 3.155 0.034
H -6.068 -0.242 -0.158
C -10.244 2.175 3.086
C -9.627 1.084 3.946
C -9.256 -0.134 3.113
O -10.552 0.700 4.963
H -11.164 1.824 2.610
H -10.516 3.039 3.699
H -9.552 2.503 2.307
H -8.737 1.470 4.448
H -10.142 -0.565 2.638
H -8.825 -0.914 3.745
H -8.535 0.125 2.335
H -11.343 0.356 4.529
C -1.841 -6.829 3.125
C -2.986 -6.040 3.739
C -4.119 -5.844 2.744
O -2.508 -4.767 4.171
H -1.421 -6.301 2.263
H -1.030 -6.953 3.846
H -2.172 -7.818 2.799
H -3.360 -6.562 4.623
H -3.777 -5.282 1.869
H -4.930 -5.267 3.194
H -4.519 -6.803 2.406
H -2.175 -4.297 3.397
C -11.175 -1.560 -0.542
C -12.308 -0.763 0.086
C -13.458 -0.574 -0.891
O -11.819 0.512 0.499
H -10.769 -1.040 -1.415
H -10.351 -1.680 0.166
H -11.514 -2.551 -0.853
H -12.667 -1.277 0.981
H -13.130 -0.020 -1.776
H -14.259 0.009 -0.431
H -13.865 -1.535 -1.212
H -11.499 0.976 -0.284
*
```

Results of the Löwdin charge analysis, in e, for atoms 1 through 5:
1 C -0.085
2 C -0.271
3 O -0.184
4 C -0.161
5 C -0.185

[3]
# C28H59F2N2O7S6

7 unconnected molecules or ions with the total composition C28H59F2N2O7S6 at a distorted geometry (ωB97M-V with the def2-TZVPD basis set, the Open Molecules 2025 dataset).

Properties
Energy above the lowest of the compared OMol25 structures with the same formula, charge and spin   3.798 eV
Maximum force   4.10 eV/Å

Geometry as ORCA input:
```
! wB97M-V def2-TZVPD RIJCOSX def2/J DEFGRID3
* xyz 1 1
C 0.935 -5.227 0.265
C 1.667 -4.418 -0.297
C 2.719 -3.467 -0.998
C 1.941 -2.100 -1.249
N 0.856 -1.999 -2.100
N 0.066 -1.005 -2.429
C 0.291 0.198 -1.819
O -0.520 1.304 -2.068
C -1.917 0.975 -1.735
C -2.173 0.702 -0.194
C -2.513 2.121 0.509
C -3.414 -0.250 0.117
C -3.195 -1.791 -0.234
C -1.766 -2.373 0.175
C -3.501 -2.158 -1.772
C 1.448 0.346 -0.850
C 1.681 1.770 -0.171
C 3.204 2.153 0.040
F 0.885 1.880 1.014
C 2.332 -0.811 -0.510
F 3.377 -0.799 0.379
H 0.395 -6.129 0.672
H 3.128 -3.905 -1.953
H 3.517 -3.247 -0.217
H 0.626 -2.895 -2.572
H -2.544 1.885 -2.025
H -2.234 0.143 -2.431
H -1.285 0.292 0.376
H -3.514 2.491 0.125
H -1.654 2.822 0.243
H -2.533 2.015 1.647
H -4.302 0.156 -0.458
H -3.611 -0.203 1.243
H -3.961 -2.375 0.384
H -1.632 -3.367 -0.370
H -0.890 -1.728 -0.132
H -1.776 -2.625 1.283
H -4.313 -1.424 -2.106
H -3.903 -3.220 -1.885
H -2.591 -1.974 -2.440
H 1.253 2.543 -0.895
H 3.942 1.524 -0.537
H 3.329 3.286 -0.139
H 3.426 2.002 1.153
C 2.034 -0.280 3.392
S 3.058 -1.081 4.644
O 2.196 -2.059 5.367
C 3.232 0.372 5.699
H 1.769 -1.022 2.638
H 1.124 0.113 3.849
H 2.597 0.528 2.922
H 2.248 0.724 6.012
H 3.756 1.158 5.153
H 3.813 0.092 6.577
C 0.348 5.483 -1.860
S 2.114 5.839 -1.986
O 2.679 5.801 -0.602
C 1.920 7.571 -2.445
H 0.226 4.447 -1.543
H -0.113 6.144 -1.125
H -0.121 5.620 -2.836
H 1.358 8.101 -1.672
H 1.398 7.638 -3.401
H 2.910 8.015 -2.542
C 2.896 7.974 2.123
S 1.179 7.810 1.600
O 0.740 9.137 1.076
C 0.495 7.630 3.260
H 3.512 8.136 1.239
H 2.999 8.825 2.799
H 3.214 7.057 2.622
H 0.748 8.502 3.864
H 0.892 6.724 3.722
H -0.590 7.548 3.179
C 3.704 -6.189 5.188
S 2.117 -6.836 4.626
O 2.173 -6.925 3.136
C 1.159 -5.367 5.045
H 4.472 -6.936 4.987
H 3.942 -5.269 4.650
H 3.658 -5.996 6.261
H 1.557 -4.498 4.518
H 1.198 -5.201 6.123
H 0.124 -5.532 4.743
C -2.204 -5.618 -2.701
S -3.094 -5.916 -1.159
O -2.217 -5.462 -0.041
C -2.991 -7.715 -1.229
H -2.115 -4.541 -2.845
H -1.208 -6.062 -2.647
H -2.763 -6.049 -3.533
H -1.946 -8.027 -1.268
H -3.524 -8.076 -2.110
H -3.458 -8.122 -0.333
C -2.130 0.993 -5.511
S -3.747 1.550 -4.934
O -4.249 0.536 -3.960
C -4.605 1.273 -6.496
H -1.429 1.045 -4.676
H -2.196 -0.037 -5.866
H -1.785 1.646 -6.314
H -4.515 0.226 -6.789
H -4.177 1.918 -7.265
H -5.657 1.523 -6.360
*
```

Results of the Löwdin charge analysis, in e, for atoms 1 through 5:
1 C 0.117
2 C -0.108
3 C -0.072
4 C -0.037
5 N 0.069

[4]
# C28H59N7O8

10 unconnected molecules or ions with the total composition C28H59N7O8 at a distorted geometry (ωB97M-V with the def2-TZVPD basis set, the Open Molecules 2025 dataset).

Properties
SMILES string   CN(C)C=O.CN(C)C=O.CN(C)C=O.CN(C)C=O.CN(C)C=O.CC(C)=O.CC(C)=O.CC(C)=O.CC#N.CC#N
Energy above the lowest of the compared OMol25 structures with the same formula, charge and spin   1.763 eV
Maximum force   4.70 eV/Å

Geometry as ORCA input:
```
! wB97M-V def2-TZVPD RIJCOSX def2/J DEFGRID3
* xyz 0 1
C 33.652 4.022 9.606
N 33.305 5.005 8.533
C 34.493 5.437 7.744
C 32.051 5.446 8.416
O 31.660 6.332 7.666
H 34.332 3.236 9.277
H 32.823 3.570 10.150
H 34.273 4.544 10.335
H 35.250 5.942 8.344
H 34.922 4.532 7.313
H 34.164 6.124 6.964
H 31.354 4.803 8.975
C 27.538 4.584 7.428
N 27.102 5.678 6.604
C 27.761 5.939 5.291
C 26.055 6.464 6.994
O 25.737 7.463 6.380
H 27.570 3.615 6.929
H 26.900 4.380 8.289
H 28.568 4.808 7.703
H 27.749 5.047 4.664
H 27.218 6.708 4.743
H 28.746 6.384 5.433
H 25.474 6.043 7.829
C 33.988 8.705 9.077
N 34.699 8.324 10.272
C 36.060 8.801 10.222
C 34.149 7.551 11.217
O 34.705 7.393 12.283
H 34.552 8.946 8.176
H 33.341 9.568 9.234
H 33.442 7.798 8.816
H 36.111 9.854 10.499
H 36.708 8.283 10.929
H 36.540 8.750 9.244
H 33.126 7.194 11.019
C 31.297 11.512 -0.183
N 30.321 11.922 -1.167
C 29.638 10.814 -1.822
C 30.076 13.241 -1.478
O 29.125 13.533 -2.229
H 32.293 11.414 -0.615
H 31.054 10.611 0.381
H 31.255 12.258 0.610
H 29.280 10.120 -1.061
H 28.687 11.125 -2.256
H 30.252 10.252 -2.525
H 30.696 13.933 -0.887
C 33.810 9.357 4.815
N 32.407 9.367 4.427
C 32.096 9.976 3.076
C 31.527 8.631 5.071
O 30.362 8.578 4.634
H 34.376 8.643 4.217
H 33.957 9.306 5.894
H 34.186 10.363 4.630
H 32.410 9.298 2.283
H 31.021 10.125 2.968
H 32.524 10.941 2.805
H 31.839 8.309 6.077
C 28.815 7.481 9.049
C 29.888 8.396 9.577
C 30.227 9.629 8.779
O 30.453 8.198 10.609
H 27.841 7.942 8.880
H 28.777 6.572 9.649
H 29.236 7.079 8.127
H 30.721 9.437 7.826
H 30.828 10.290 9.403
H 29.311 10.203 8.639
C 36.973 9.914 2.022
C 36.134 11.168 2.002
C 35.023 11.270 0.947
O 36.403 12.108 2.726
H 36.470 9.101 1.499
H 37.181 9.570 3.036
H 37.919 10.186 1.553
H 34.384 12.099 1.250
H 34.451 10.342 0.962
H 35.569 11.492 0.030
C 31.544 7.483 -0.447
C 32.508 7.902 -1.609
C 32.128 7.633 -3.122
O 33.530 8.496 -1.317
H 30.702 8.166 -0.562
H 31.909 7.728 0.550
H 31.166 6.461 -0.426
H 32.964 7.323 -3.750
H 31.614 8.520 -3.492
H 31.350 6.874 -3.201
C 27.495 9.379 3.551
C 28.296 9.156 2.381
N 29.009 9.019 1.444
H 26.761 8.573 3.553
H 26.959 10.322 3.661
H 28.029 9.398 4.501
C 29.242 5.710 2.309
C 29.489 4.209 2.412
N 29.664 3.083 2.537
H 28.210 5.821 1.978
H 29.776 6.225 1.511
H 29.436 6.183 3.272
*
```

Results of the Löwdin charge analysis, in e, for atoms 1 through 5:
1 C -0.036
2 N -0.155
3 C -0.021
4 C -0.352
5 O -0.020